(1)
A cluster of 2 separate species, C21H26ClN2OS in total in a non-equilibrium geometry. Source: the OMol25 dataset; level of theory: wB97M-V/def2-TZVPD.

Structure (XYZ):
```
52
Properties=species:S:1:pos:R:3:forces:R:3
Cl -1.52461 5.04660 2.29298 0.4 -3.1 -0.3
C -1.39253 3.20562 2.05628 -0.4 -4.2 -0.8
C -0.13184 2.27664 2.56819 -3.7 -1.2 -2.0
C -0.23316 0.66120 2.29001 -1.9 1.6 -1.0
C -1.46176 -0.09528 1.50746 -0.7 4.2 0.5
C -2.72282 0.82070 0.99103 3.6 1.4 2.3
C -2.64998 2.46440 1.29232 1.6 -2.2 0.9
S -4.19168 3.42876 0.70470 0.2 -2.3 1.4
C -5.60478 2.22260 1.15254 -1.8 -3.2 0.8
C -7.04592 2.70861 1.78880 1.0 -4.0 -0.6
C -8.15198 1.54959 2.17234 4.1 -0.9 -1.8
C -7.76730 -0.05424 1.92312 2.2 2.5 -0.9
C -6.33604 -0.53736 1.26064 -0.6 4.4 0.9
C -5.23485 0.61520 0.87533 -3.8 0.8 1.7
N -3.89646 0.19134 0.27221 0.1 2.7 0.9
H 0.74801 2.82112 3.14023 -2.0 -1.5 -1.3
H 0.65854 -0.01696 2.69070 -2.2 1.7 -0.9
H -1.50392 -1.27522 1.33293 0.2 3.0 0.5
H -7.24554 3.86759 1.96125 0.5 -2.9 -0.4
H -9.18170 1.89832 2.62176 2.3 -1.0 -1.0
H -8.54814 -0.89104 2.23259 1.8 2.1 -0.8
H -6.07995 -1.67682 1.09460 -0.6 2.7 0.4
H -3.83229 0.57638 -0.71809 -0.4 -0.6 1.5
C 2.83750 -0.22170 -3.28590 0.5 -0.1 -0.5
C 2.26545 -0.30442 -1.83799 -1.4 1.3 -3.4
C 2.97507 0.68162 -0.85796 0.6 -0.2 1.5
C 4.29179 0.20988 -0.24781 0.1 -0.2 -0.5
C 4.19936 -1.23048 0.24276 -0.5 1.2 0.5
C 3.68395 -2.18049 -0.86500 2.3 -3.0 -1.1
N 2.35165 -1.73774 -1.40734 -4.0 2.2 9.6
O 1.38460 -1.95184 -0.41077 4.5 0.2 -6.1
C 4.76171 -2.24899 -1.98320 -0.1 0.2 -0.5
C 3.63440 -3.64149 -0.32285 -0.8 0.1 0.4
C 0.80499 0.24252 -1.99123 -0.2 -0.5 0.8
H 3.08984 -1.20320 -3.69746 0.1 0.1 0.2
H 2.10788 0.18345 -4.00309 0.2 0.0 0.5
H 3.73385 0.41026 -3.33781 -0.2 -0.2 0.0
H 2.30175 0.89412 -0.01629 -0.2 -0.3 -0.3
H 3.14284 1.64727 -1.35344 -0.3 -0.5 -0.3
H 5.10525 0.32218 -0.97182 0.0 -0.1 0.1
H 4.55101 0.86040 0.59520 -0.1 0.0 -0.1
H 5.18889 -1.55291 0.59155 -0.3 -0.3 -0.4
H 3.54541 -1.27051 1.12348 -0.2 -0.2 -0.2
H 4.45537 -2.92870 -2.78749 0.0 0.1 0.2
H 5.71022 -2.62750 -1.58404 -0.4 0.0 0.2
H 5.00065 -1.28855 -2.43437 -0.1 0.0 0.0
H 2.98032 -3.75315 0.55185 0.1 0.2 -0.3
H 4.63137 -3.97308 -0.00610 -0.2 0.4 -0.2
H 3.28921 -4.33649 -1.09713 0.0 0.2 0.1
H 0.18718 -0.41810 -2.61056 0.2 0.0 0.1
H 0.81611 1.23117 -2.47134 0.4 -0.4 0.1
H 0.30308 0.37871 -1.02776 0.1 -0.2 -0.1
```
Positions in Å, forces in eV/Å.

Output
charge = +1
energy relative to the best compared isomer or geometry (same formula, charge and spin) = 20.927 eV
M = 389.97 u
orbital gap = 2.141 eV
F_max = 10.65 eV/A

(2)
A structure of composition C21H26ClOP2Sc in a non-equilibrium geometry. Source: the OMol25 dataset; level of theory: wB97M-V/def2-TZVPD.

Structure (XYZ):
```
52
Properties=species:S:1:pos:R:3:forces:R:3
Sc -0.56914 0.55020 2.16760 0.4 -0.3 0.0
Cl -0.02875 1.92487 3.92360 -0.2 -0.4 -0.7
P -0.12974 0.75713 -0.37207 0.2 0.9 -2.4
C -1.50102 -0.08359 -1.26457 -0.6 -0.3 0.4
C -1.33201 -0.85279 -2.42791 0.3 0.1 -0.1
C -2.43880 -1.40887 -3.08077 -0.2 0.0 0.2
C -3.72791 -1.25144 -2.55493 0.2 0.0 0.0
C -3.90663 -0.54052 -1.36212 0.0 0.1 0.2
C -2.80514 0.03629 -0.72104 0.3 -0.2 -0.3
C -0.35173 2.55704 -0.73909 -0.1 0.0 0.4
C 0.50491 3.45907 -0.07902 -0.3 -0.2 0.2
C 0.32004 4.83319 -0.22273 0.1 0.0 0.0
C -0.69600 5.32745 -1.04452 -0.3 -0.7 -0.1
C -1.54344 4.42435 -1.71396 0.5 0.1 0.3
C -1.36675 3.04620 -1.56736 -0.3 -0.1 -0.1
C 1.42561 0.36677 -1.24990 0.7 -0.4 0.7
C 2.50203 -0.16890 -0.50704 -0.2 0.1 -0.3
C 3.74748 -0.37327 -1.10976 -0.1 0.0 0.0
C 3.92457 -0.08865 -2.46919 0.0 0.1 0.1
C 2.86165 0.43692 -3.21276 -0.3 0.0 0.3
C 1.61875 0.67896 -2.60318 0.1 0.1 -0.3
H 1.29361 3.07442 0.57996 -0.2 0.2 -0.3
H 0.95792 5.52499 0.32823 -0.1 -0.2 -0.2
H -0.85293 6.40046 -1.15091 0.1 -0.3 0.0
H -2.35142 4.79837 -2.33161 0.1 0.0 0.0
H -2.03756 2.35094 -2.09006 0.3 0.4 0.3
H -0.32762 -1.01698 -2.84109 -0.5 0.1 0.2
H -2.29404 -1.99072 -3.99678 0.0 0.3 0.4
H -4.59104 -1.71208 -3.05835 0.5 0.3 0.3
H -4.90755 -0.44167 -0.92206 0.5 0.0 -0.2
H -2.96421 0.59763 0.21347 -0.1 0.0 -0.3
H 2.35050 -0.42105 0.54863 0.2 0.1 -0.4
H 4.58722 -0.75245 -0.51727 -0.4 0.1 -0.3
H 4.90159 -0.25375 -2.94923 -0.6 0.1 0.3
H 2.99689 0.67523 -4.27016 -0.1 -0.1 0.4
H 0.80433 1.11045 -3.20212 0.4 -0.1 0.3
H -0.26551 -5.64136 -4.14444 0.3 0.0 0.0
H 0.48334 -5.60767 -4.11159 -0.3 0.0 0.0
C -1.09994 -1.65423 4.58287 -0.3 -0.3 0.1
P 0.36900 -1.96375 3.59860 0.5 -0.7 1.2
C 1.77860 -1.27202 4.45104 0.2 -0.1 0.1
C 0.57528 -3.69767 3.30339 0.0 -0.7 0.1
O 0.21998 -1.28244 2.22030 -0.8 1.7 -0.3
H -0.98497 -2.16342 5.55381 -0.1 0.2 -0.3
H -1.97402 -2.09155 4.07624 0.2 0.1 0.2
H -1.26767 -0.58366 4.78883 0.2 -0.3 0.0
H 1.91889 -1.76865 5.42499 0.0 0.1 -0.3
H 2.66978 -1.43942 3.82965 -0.2 0.1 0.2
H 1.64308 -0.19355 4.62101 0.0 -0.4 -0.1
H -0.31097 -4.08244 2.77580 0.3 0.1 0.1
H 1.46452 -3.84642 2.67130 -0.3 0.1 0.1
H 0.70690 -4.28593 4.22827 -0.1 0.4 -0.3
```
Positions in Å, forces in eV/Å.

Output
charge = +2
M = 436.79 u
orbital gap = 6.526 eV
F_max = 2.60 eV/A

(3)
A structure of composition C21H26F4N6ORbSe. Source: the OMol25 dataset; level of theory: wB97M-V/def2-TZVPD.

Structure (XYZ):
```
60
Properties=species:S:1:pos:R:3:forces:R:3
Rb -1.87718 0.85367 -1.41829 0.1 0.0 0.2
C -0.87693 -1.28726 1.98105 0.1 0.0 0.0
N -0.56412 -0.25173 2.94632 0.0 0.0 -0.2
C -1.48110 -0.32224 4.06864 0.0 0.0 0.0
C -0.58209 1.06493 2.30915 -0.1 -0.2 -0.2
C 0.67907 1.39233 1.51396 0.0 0.1 0.0
N 0.63446 0.88702 0.14452 0.1 0.0 -0.1
C 1.67164 1.15273 -0.64795 -0.1 -0.1 0.3
C 1.64888 0.71125 -1.99918 0.0 -0.1 -0.3
F 0.56956 -0.03326 -2.40804 -0.1 0.0 -0.1
C 2.61046 0.97079 -2.94245 -0.1 -0.1 0.0
F 2.42604 0.47542 -4.18743 0.0 0.0 0.1
C 3.75545 1.68223 -2.64797 0.1 0.0 0.1
C 3.86339 2.08469 -1.32348 -0.1 -0.1 -0.1
F 4.96707 2.73626 -0.92975 0.0 0.0 0.0
C 2.90138 1.82541 -0.36750 0.2 0.1 0.0
F 3.19654 2.23211 0.89381 -0.1 0.0 0.0
H -0.72033 -2.27646 2.41820 0.0 0.0 0.0
H -0.23670 -1.16575 1.10739 0.1 0.0 0.0
H -1.92787 -1.23033 1.63254 0.0 0.0 0.0
H -1.22028 0.42788 4.81423 0.0 0.0 0.0
H -1.41593 -1.30479 4.53667 0.0 0.0 0.0
H -2.52914 -0.16237 3.75972 0.0 0.0 0.0
H -0.71654 1.81938 3.08557 0.1 0.0 0.1
H -1.46745 1.13095 1.64447 0.0 0.2 0.0
H 1.51613 0.98883 2.09213 0.0 0.0 0.1
H 0.81864 2.48170 1.53443 -0.1 0.0 0.0
H 4.51120 1.89907 -3.38685 0.0 0.0 0.0
N -4.45793 2.89563 -1.76480 0.0 0.0 0.0
C -4.71909 2.00605 -0.71070 0.0 0.0 0.0
C -5.28211 0.75546 -0.96696 0.0 0.0 0.0
C -5.40182 -0.17832 0.05322 0.0 0.0 0.0
C -4.96400 0.11636 1.33788 0.0 0.0 0.0
C -4.41677 1.36626 1.59450 0.0 0.0 0.0
C -4.28893 2.30530 0.58162 0.0 0.0 0.0
H -5.05847 2.77850 -2.56743 0.0 0.0 0.0
H -4.41170 3.86534 -1.48896 0.0 0.0 0.0
H -5.64309 0.52193 -1.96307 0.0 0.0 0.0
H -5.85205 -1.13941 -0.16000 0.0 0.0 0.0
H -5.06347 -0.61163 2.13128 0.0 0.0 0.0
H -4.08518 1.62029 2.59297 0.0 0.0 0.0
H -3.86067 3.27914 0.79146 0.0 0.0 0.0
C 2.87912 -1.65183 1.49573 0.0 0.0 0.1
N 3.17245 -1.79813 0.07197 -0.1 0.1 0.0
C 4.21984 -1.18313 -0.55851 0.0 0.0 0.1
C 4.16335 -1.53323 -1.86562 -0.1 -0.1 -0.1
N 3.07566 -2.35341 -2.01715 0.0 0.1 0.1
C 2.60019 -2.87650 -3.29641 0.1 0.0 0.0
C 2.47204 -2.50489 -0.82442 0.0 -0.1 -0.1
Se 1.05490 -3.68497 -0.46683 -0.1 0.0 0.0
H 2.91894 -0.59672 1.74941 0.0 0.0 0.0
H 3.61022 -2.20843 2.07858 0.0 0.0 0.0
H 1.88353 -2.02855 1.70017 0.0 0.0 0.0
H 4.90221 -0.54650 -0.02298 0.0 0.0 0.0
H 4.78165 -1.25530 -2.69910 0.0 0.0 0.0
H 3.43962 -2.89604 -3.98520 0.0 0.0 0.0
H 1.81876 -2.23132 -3.69144 0.0 0.0 0.0
H 2.22528 -3.88585 -3.15549 0.0 0.0 0.0
O -1.46499 -2.78592 -1.12990 0.3 0.1 0.1
N -0.40173 -2.34262 -1.06772 -0.3 -0.1 -0.1
```
Positions in Å, forces in eV/Å.

Output
charge = +1
energy relative to the best compared isomer or geometry (same formula, charge and spin) = 2.082 eV
M = 618.90 u
orbital gap = 5.207 eV
F_max = 0.34 eV/A

(4)
A structure of composition C21H26GeN4O11Sr. Source: the OMol25 dataset; level of theory: wB97M-V/def2-TZVPD.

Structure (XYZ):
```
64
Properties=species:S:1:pos:R:3:forces:R:3
Sr 2.26153 1.26530 0.85744 0.1 0.0 0.1
O -1.40800 4.13438 1.38722 0.0 0.0 0.0
C -0.48754 3.37964 1.57295 0.0 0.0 0.0
O 0.15734 2.80117 0.53120 0.0 0.1 0.0
C 0.03040 2.93817 2.89131 0.0 0.0 0.1
C -0.84295 2.60579 3.90509 0.0 0.0 -0.1
C -0.35695 2.02549 5.06805 0.0 0.0 0.1
C 0.97659 1.68086 5.20283 0.0 0.0 0.0
C 1.83413 2.02743 4.18517 0.0 0.0 -0.1
C 1.44491 2.81046 3.05609 0.1 0.0 0.0
O 2.28107 3.28843 2.22582 0.0 -0.1 -0.1
N 3.18453 1.48160 4.19678 0.0 0.0 0.1
O 3.63416 1.07445 3.11916 0.0 0.0 0.0
O 3.77696 1.38458 5.23943 0.0 0.0 0.0
N -1.28741 1.68216 6.14108 0.0 0.0 0.0
O -2.45926 1.96065 5.98053 0.0 0.0 0.0
O -0.83044 1.14488 7.13092 0.0 0.0 0.0
H -1.90610 2.76516 3.78886 0.0 0.0 0.0
H 1.32383 1.12996 6.06505 0.0 0.0 0.0
C 4.50835 0.11920 -2.70405 0.0 0.0 0.0
C 3.69002 -0.85863 -1.93677 0.0 0.0 0.0
N 2.97785 -0.59833 -0.85516 0.0 0.0 0.0
C 2.38455 -1.79533 -0.47899 0.0 0.1 0.0
C 2.75809 -2.77286 -1.35582 0.0 0.0 0.0
N 3.57728 -2.15749 -2.26572 0.0 0.0 0.0
C 2.49065 -4.22932 -1.53623 0.0 0.0 0.0
O 1.70665 -4.80253 -0.66527 0.0 0.0 0.0
O 3.01015 -4.79102 -2.47560 0.0 0.0 0.0
C 1.48432 -1.88790 0.72297 0.0 -0.1 0.0
O 0.99974 -2.99388 0.99528 0.0 0.0 0.0
O 1.29737 -0.80878 1.35461 0.0 0.0 0.0
H 4.36684 1.11766 -2.29525 0.0 0.0 0.0
H 4.21769 0.13446 -3.75500 0.0 0.0 0.0
H 5.56940 -0.12657 -2.64995 0.0 0.0 0.0
H 3.99617 -2.66283 -3.03345 0.0 0.0 0.0
H 1.39000 -4.13218 0.03774 0.0 0.0 0.0
C 0.16817 2.17854 -5.76609 0.0 0.0 0.0
C 0.09929 2.11608 -4.24647 0.0 0.0 0.0
C 1.31455 2.75732 -3.58711 0.0 0.0 0.0
C 1.28892 2.67565 -2.05727 0.0 0.0 0.0
Ge -0.15757 3.63103 -1.11907 0.0 -0.1 0.0
C 0.22248 5.51699 -0.84021 0.0 0.0 0.0
C 0.77512 6.30174 -2.03675 0.0 0.0 0.0
C -0.29613 6.82831 -2.98745 0.0 0.0 0.0
C -1.14999 5.74548 -3.63505 0.0 0.0 0.0
H -0.70039 1.70762 -6.22514 0.0 0.0 0.0
H 1.05988 1.67105 -6.13925 0.0 0.0 0.0
H 0.20761 3.21370 -6.11217 0.0 0.0 0.0
H 0.02041 1.07493 -3.91773 0.0 0.0 0.0
H -0.81414 2.61090 -3.90332 0.0 0.0 0.0
H 1.39612 3.79983 -3.90674 0.0 0.0 0.0
H 2.21812 2.26278 -3.95932 0.0 0.0 0.0
H 2.23300 3.07419 -1.65934 0.0 0.0 0.0
H 1.22038 1.61484 -1.77994 0.0 0.0 0.0
H -1.56103 3.20181 -1.53827 0.0 0.0 0.0
H 0.95329 5.50741 -0.02563 0.0 0.0 0.0
H -0.67600 5.98847 -0.44013 0.0 0.0 0.0
H 1.49700 5.69692 -2.59660 0.0 0.0 0.0
H 1.34025 7.15409 -1.65235 0.0 0.0 0.0
H 0.19016 7.41925 -3.76729 0.0 0.0 0.0
H -0.94348 7.51846 -2.43879 0.0 0.0 0.0
H -0.53019 5.00155 -4.14379 0.0 0.0 0.0
H -1.82412 6.16774 -4.38036 0.0 0.0 0.0
H -1.77553 5.22853 -2.90423 0.0 0.0 0.0
```
Positions in Å, forces in eV/Å.

Output
charge = 0
energy relative to the best compared isomer or geometry (same formula, charge and spin) = 0.181 eV
M = 670.69 u
orbital gap = 8.306 eV
F_max = 0.19 eV/A

DFT total energy? In order: -50557.4727, -76035.4136, -110050.0395, -108034.2719 eV.